[1]
# C34H41N5O3PmS2Si

A structure of composition C34H41N5O3PmS2Si (the ωB97M-V functional and the def2-TZVPD basis, the OMol25 dataset).

Output
E_tot, eV: -95610.247
Charge: +1
Spin multiplicity: 5
HOMO (alpha / beta), eV: -9.3 / -9.3

The geometry in XYZ format:
```
87
Properties=species:S:1:pos:R:3:forces:R:3
Pm 0.33830 -0.00627 -0.54204 1.10 1.81 -0.19
O 4.47195 0.18246 1.57889 0.51 0.18 -0.19
C 4.91357 -0.86545 0.87975 0.70 -1.75 1.03
C 6.24155 -1.34820 1.12999 -1.53 -0.40 -1.64
C 6.64209 -2.51632 0.48716 2.14 0.90 2.26
C 5.77858 -3.29527 -0.20770 -0.05 -2.09 -1.73
C 4.49709 -2.90736 -0.45389 -0.91 1.68 -0.40
C 4.05043 -1.64249 0.03719 1.30 0.24 0.11
C 2.97944 -0.84820 -0.53229 -1.92 -0.57 -0.30
O 2.47599 0.13846 0.22361 0.00 -0.70 -1.61
N 2.48932 -1.20424 -1.74233 0.74 0.07 1.16
N 1.82578 -0.16872 -2.41278 0.30 -0.96 -2.45
C 2.00768 -0.20613 -3.74375 1.27 1.52 3.00
S 1.68448 1.29136 -4.53678 -1.23 1.17 -0.64
C 3.28761 1.50232 -5.34928 0.20 -0.22 -0.08
C 3.94014 0.10062 -5.58848 -0.40 0.55 -1.23
S 3.10140 -1.20935 -4.62007 0.35 -0.82 -0.03
H 3.54465 0.35131 1.25649 0.45 0.18 0.22
H 6.91552 -0.76585 1.69680 0.49 0.51 0.65
H 7.68063 -2.92436 0.65807 -1.17 0.78 -0.26
H 6.21737 -4.18478 -0.69835 -0.68 0.36 0.45
H 3.83841 -3.44262 -1.13182 0.14 -0.03 0.15
H 3.96792 2.10012 -4.72193 -0.47 -0.17 -0.13
H 3.05912 2.08299 -6.26766 0.35 -0.60 0.45
H 4.94404 0.11528 -5.17710 0.12 0.01 -0.19
H 3.99623 -0.11849 -6.70059 -0.25 -0.11 1.47
C -0.30590 2.43961 -0.56696 1.56 0.44 -0.45
Si -2.06432 2.19241 -0.93101 -0.35 1.95 0.18
C -3.25681 2.66205 0.52723 0.56 -1.05 -0.50
N -2.87059 2.34308 1.87543 -0.37 -0.15 2.68
C -3.49797 1.15933 2.56267 0.77 0.93 -1.59
C -3.75934 1.26757 4.09003 -0.26 0.25 -0.07
C -3.04539 2.47572 4.70817 1.71 -0.35 -0.78
C -1.64222 2.63848 4.03959 -1.28 -0.22 -0.29
C -1.66358 2.91922 2.53678 -0.81 -1.42 -1.54
C -2.15984 0.36420 -1.35866 -1.21 -0.48 -0.25
C -2.87268 -0.59751 -0.62941 -0.24 -1.45 -0.62
C -2.95506 -1.96888 -1.02458 1.55 1.28 0.09
C -2.12811 -2.37299 -2.10976 -0.31 -0.04 0.40
C -1.31510 -1.45033 -2.83097 -1.09 0.47 1.53
C -1.40717 -0.07290 -2.44597 -0.09 -1.93 -1.79
C -2.46310 3.23880 -2.49455 0.41 0.00 -0.79
C -2.95520 2.79448 -3.74624 -0.64 1.22 0.66
C -3.16826 3.71300 -4.79584 0.48 -0.63 0.07
C -2.70211 5.04095 -4.74352 -0.80 -1.25 0.11
C -2.16994 5.48272 -3.54483 -0.39 -1.45 1.14
C -2.06477 4.58486 -2.44122 -0.15 0.34 -0.69
H 0.02154 3.13356 0.23373 -0.46 -0.54 -0.27
H 0.17818 2.89761 -1.50173 -0.47 -0.85 0.91
H -4.15286 2.04948 0.35133 -0.23 0.70 -0.19
H -3.44788 3.73388 0.40676 -0.33 -0.01 -0.03
H -2.83493 0.29487 2.27539 -0.69 0.00 0.68
H -4.48510 1.03795 2.09380 0.41 -0.26 -0.14
H -3.38740 0.33359 4.53335 -0.20 0.25 0.13
H -4.86648 1.33120 4.26825 1.04 -0.14 -0.10
H -2.81989 2.38017 5.76293 -0.41 -0.31 0.34
H -3.58254 3.39002 4.58824 -0.62 0.57 -0.22
H -1.04856 1.76063 4.27856 0.10 -0.24 -0.13
H -1.13136 3.47239 4.43897 0.59 0.84 0.92
H -0.78119 2.38879 2.09659 -0.10 0.81 0.21
H -1.63516 4.00463 2.29408 0.15 -0.64 0.19
H -3.39554 -0.34268 0.27444 -0.20 0.38 0.15
H -3.49391 -2.65582 -0.33100 0.40 0.38 -1.11
H -2.12126 -3.44083 -2.35184 0.15 0.43 -0.12
H -0.62467 -1.79590 -3.61009 -0.46 0.24 0.26
H -0.81511 0.61156 -3.04842 -0.09 0.34 0.09
H -3.32642 1.78234 -3.78806 -0.08 -0.19 -0.43
H -3.70937 3.38600 -5.68883 0.37 0.00 0.23
H -2.88393 5.62355 -5.64584 0.25 0.33 0.51
H -1.96542 6.50238 -3.34280 0.50 0.83 -0.18
H -1.64670 4.95654 -1.50945 -0.04 0.15 -0.08
N -0.11296 -1.88188 0.73727 -0.70 -3.57 4.35
C -0.18848 -2.60830 1.69691 0.78 2.43 -3.12
N -0.15794 -3.36358 2.74501 -0.07 -0.26 -0.86
C -1.02769 -4.55480 2.83042 0.14 -0.69 -0.36
C -0.14651 -5.74535 3.36041 1.42 0.18 0.78
O 0.68207 -5.38191 4.58245 -1.06 0.97 -2.31
C 1.53521 -4.21849 4.32852 -1.06 -0.76 0.26
C 0.70881 -3.00301 3.87911 0.01 -1.37 -0.11
H -1.46660 -4.70946 1.78692 0.69 -0.20 1.48
H -1.83917 -4.29420 3.50252 -0.16 -0.24 0.21
H 0.55399 -6.04759 2.55195 -0.22 0.34 0.39
H -0.64770 -6.68320 3.67306 -0.26 0.98 -0.20
H 2.26188 -4.46106 3.56461 0.34 -0.15 -0.22
H 2.03203 -4.03625 5.29132 -0.12 0.13 -0.42
H 1.30439 -2.18565 3.53969 0.61 0.59 0.12
H 0.04280 -2.72586 4.65395 -0.49 0.57 1.03
```
Forces are in eV/Å.

[2]
# C34H41NO20S

A cluster of 7 separate species, C34H41NO20S in total (the ωB97M-V functional and the def2-TZVPD basis, the OMol25 dataset).

Output
E_tot, eV: -89187.279
Structure (SMILES): CCOCCON1c2ccccc2Sc2ccccc21.O=C1OCCO1.O=C1OCCO1.O=C1OCCO1.O=C1OCCO1.O=C1OCCO1.O=C1OCCO1
Spin multiplicity: 1
HOMO, eV: -8.1

The geometry in XYZ format:
```
97
Properties=species:S:1:pos:R:3:forces:R:3
C 9.70080 1.13909 0.28741 -0.27 0.48 -0.04
C 8.14947 0.78054 0.47518 0.77 0.67 0.12
O 7.48215 1.08909 -0.80057 -1.31 -0.38 1.81
C 6.06723 1.21598 -0.41237 0.12 0.29 0.00
C 5.07913 1.25270 -1.67162 1.73 0.29 -0.90
O 3.68425 1.45174 -1.30320 1.57 -0.40 -0.90
N 3.51958 1.44245 0.06980 -3.26 0.41 1.73
C 3.01912 2.78888 0.43865 -0.75 4.87 0.36
C 3.48967 4.00497 -0.44603 -1.92 1.36 2.67
C 3.05612 5.48055 -0.11838 -1.04 -2.34 2.20
C 2.13794 5.83995 1.10696 1.41 -4.76 -1.07
C 1.66243 4.61532 1.97199 2.02 0.18 -2.57
C 2.10437 3.14205 1.63850 0.93 1.67 -1.91
S 1.51031 1.74843 2.72367 0.45 -0.02 -1.99
C 1.55280 0.29911 1.54293 0.19 -1.70 -2.03
C 0.58142 -0.91564 1.78331 1.83 -0.54 -2.39
C 0.58996 -2.18146 0.84715 3.18 4.19 -0.80
C 1.60250 -2.11855 -0.35386 -0.36 2.19 2.51
C 2.55675 -0.89252 -0.60019 -2.37 -0.78 2.59
C 2.55293 0.35886 0.35993 -2.32 -4.12 0.01
H 9.91327 1.19333 -0.83953 -0.25 -0.19 1.71
H 9.89793 2.18940 0.73212 -0.27 -1.75 -0.79
H 10.42058 0.40234 0.78284 -1.16 0.95 -0.69
H 7.93904 -0.29862 0.78664 0.41 1.26 -0.61
H 7.69355 1.44676 1.30803 0.75 -0.98 -1.30
H 6.00333 2.22842 0.14712 -0.28 -1.72 -0.66
H 5.85896 0.32619 0.29474 -0.17 1.50 -1.12
H 5.35821 2.14174 -2.36132 -0.40 -1.34 1.20
H 5.20805 0.31543 -2.34131 -0.43 1.26 1.33
H 4.18628 3.89546 -1.34558 -1.32 -0.11 1.50
H 3.45191 6.33630 -0.78103 -0.70 -1.68 1.13
H 1.85149 6.92245 1.35457 0.46 -2.00 -0.40
H 1.00569 4.84791 2.88978 1.14 -0.77 -1.66
H -0.14475 -0.87401 2.67790 1.37 0.11 -1.66
H -0.07852 -3.08741 1.01129 1.04 1.54 -0.16
H 1.62356 -3.05128 -1.03189 0.21 1.89 1.03
H 3.25829 -0.99861 -1.49370 -1.11 0.50 1.54
O -3.55708 1.07173 -3.37957 0.74 -0.04 0.45
C -2.64388 0.91222 -2.61612 -0.46 0.30 -0.34
O -1.62716 0.02844 -2.80866 -0.81 0.38 -0.11
C -0.64388 0.29825 -1.81386 1.00 -0.20 0.17
C -1.43612 0.96423 -0.73270 0.46 -0.09 0.94
O -2.49527 1.59030 -1.44787 -0.29 -0.29 -0.83
H -0.16878 -0.62362 -1.47527 -0.15 0.08 -0.17
H 0.12024 0.95569 -2.24001 -0.04 -0.03 0.02
H -1.86190 0.24923 -0.02516 0.09 0.08 -0.10
H -0.84990 1.70149 -0.18175 -0.20 0.03 -0.06
O 3.30608 3.37193 -4.02950 -0.55 -0.59 -0.51
C 2.56071 2.67034 -4.65201 0.69 0.69 0.59
O 2.35744 2.76424 -5.99448 0.05 0.00 0.63
C 1.59292 1.63084 -6.38206 -0.14 -0.26 -0.81
C 0.90176 1.23872 -5.11146 -0.72 -0.51 0.08
O 1.80625 1.67633 -4.10675 0.40 0.37 -0.21
H 0.89093 1.88906 -7.17634 0.18 0.14 0.07
H 2.27192 0.85435 -6.74650 -0.03 0.04 0.05
H -0.05325 1.75560 -4.97738 0.06 -0.02 -0.02
H 0.73475 0.16258 -5.04228 0.08 0.12 0.18
O 2.34138 -3.42104 6.76329 0.26 0.88 -0.41
C 2.63224 -2.36484 6.27917 -0.33 -1.02 0.48
O 3.90279 -1.98357 5.97105 -0.51 -0.14 0.19
C 3.80772 -0.78199 5.21807 0.62 0.36 -0.47
C 2.48049 -0.22638 5.63502 -0.37 0.79 -0.10
O 1.73505 -1.38975 5.96655 0.41 -0.48 0.09
H 4.63424 -0.10967 5.45349 0.00 -0.22 0.06
H 3.84243 -1.02849 4.15252 -0.05 0.02 0.04
H 2.55323 0.41148 6.52114 0.02 -0.06 -0.03
H 1.99378 0.33261 4.83502 -0.05 -0.20 0.20
O -1.80938 0.67256 3.34875 -0.73 0.26 -0.19
C -2.87150 1.06638 2.96083 0.80 -0.28 0.41
O -3.81593 1.64862 3.74648 0.50 -0.36 -0.37
C -4.81376 2.17233 2.87900 -0.64 0.55 0.19
C -4.65878 1.33843 1.64259 -0.70 -0.07 -0.69
O -3.28250 0.98505 1.66825 0.14 0.10 0.57
H -5.80498 2.07776 3.32478 0.21 -0.04 0.12
H -4.60460 3.23084 2.69895 0.02 -0.08 0.00
H -5.25941 0.42469 1.67394 0.05 0.05 0.03
H -4.90230 1.89091 0.73375 0.22 -0.13 0.01
O -7.50918 -2.67673 -0.87265 0.54 0.16 -0.61
C -6.79532 -2.37048 -1.78704 -0.52 -0.14 0.63
O -6.40656 -1.09728 -2.06463 -0.35 -0.73 0.23
C -5.39906 -1.17647 -3.06551 0.47 0.58 -0.41
C -5.68132 -2.49129 -3.72502 0.27 -0.25 -0.76
O -6.27119 -3.25364 -2.68010 -0.27 0.31 0.56
H -5.47280 -0.33813 -3.75778 -0.02 -0.02 0.29
H -4.41911 -1.15255 -2.58268 -0.11 -0.04 -0.05
H -6.39845 -2.40261 -4.54639 0.02 0.00 0.08
H -4.77617 -2.97445 -4.09593 -0.15 -0.10 0.15
O -9.72111 -8.78307 0.94333 0.52 0.85 -0.01
C -9.11857 -7.74775 0.93797 -0.64 -0.95 0.01
O -7.78091 -7.63499 1.16809 -0.57 -0.08 -0.03
C -7.41361 -6.29879 0.85204 0.78 0.30 -0.11
C -8.70137 -5.54956 1.00528 -0.16 0.99 0.01
O -9.68281 -6.53158 0.70186 0.28 -0.62 0.06
H -6.63802 -5.93845 1.52960 -0.06 -0.22 -0.02
H -7.03165 -6.26970 -0.17264 -0.06 0.02 0.05
H -8.86042 -5.19507 2.02815 0.02 -0.07 -0.04
H -8.77418 -4.70265 0.32122 -0.11 -0.15 0.03
```
Forces are in eV/Å.

[3]
# C34H42As2ClN6ORbS

A structure of composition C34H42As2ClN6ORbS (the ωB97M-V functional and the def2-TZVPD basis, the OMol25 dataset).

Output
E_tot, eV: -192617.849
Charge: -2
Spin multiplicity: 1
HOMO, eV: 0.3

The geometry in XYZ format:
```
88
Properties=species:S:1:pos:R:3:forces:R:3
Rb 0.06886 0.03153 0.27900 -0.62 0.51 0.25
Cl 1.56245 -4.86818 6.06639 0.02 0.07 -0.10
C 1.60250 -3.92987 4.57633 0.31 0.15 0.04
C 2.71932 -3.10877 4.29789 -0.07 -0.19 0.28
C 2.77865 -2.38476 3.14865 -0.23 0.00 -0.22
C 1.72163 -2.41344 2.15347 0.01 -0.18 0.13
O 1.80721 -1.75877 1.09077 0.40 -0.35 0.25
C 0.58700 -3.24862 2.48841 -0.20 -0.07 -0.05
C -0.56018 -3.42232 1.62744 0.10 -0.06 0.31
N -0.80226 -2.82797 0.51882 -0.27 -0.14 -0.55
C -1.87040 -3.27917 -0.27120 0.34 0.69 0.15
C -2.23829 -4.59144 -0.37080 -0.33 -0.56 -0.21
C -3.28338 -5.01120 -1.23832 0.39 -0.11 0.37
C -3.93840 -4.12108 -2.02390 -0.08 0.35 -0.14
C -3.56583 -2.74832 -1.98194 -0.17 -0.11 -0.12
C -4.17937 -1.76528 -2.79852 -0.14 -0.36 -0.05
C -3.77494 -0.47414 -2.73208 0.29 0.36 0.18
C -2.72923 -0.14159 -1.82835 -0.34 0.19 -0.25
N -2.14747 -1.01748 -1.06544 -0.22 -0.60 0.12
C -2.54333 -2.32176 -1.11776 0.24 0.19 0.12
C 0.57034 -3.98637 3.69207 -0.14 0.01 -0.14
H 3.52810 -3.05704 5.01819 -0.02 -0.01 0.00
H 3.62365 -1.73955 2.94184 0.01 -0.01 -0.01
H -1.29407 -4.15052 2.01050 0.03 -0.01 0.03
H -1.68987 -5.33130 0.19869 -0.04 -0.03 -0.03
H -3.54247 -6.06238 -1.27861 0.02 -0.02 0.02
H -4.72732 -4.43736 -2.69640 0.00 0.02 -0.01
H -4.97283 -2.06612 -3.47506 0.01 -0.02 0.01
H -4.22438 0.29820 -3.34180 0.00 0.01 0.01
H -2.38415 0.88744 -1.73620 -0.03 -0.01 0.01
H -0.28758 -4.61386 3.91224 0.00 0.02 -0.02
C 4.82997 0.09021 0.05659 0.10 0.01 0.07
As 3.05296 0.10989 -0.74974 0.39 -0.03 -0.57
C 3.22635 -1.67635 -1.60543 -0.02 0.06 0.09
C 3.49345 1.09622 -2.41606 -0.03 -0.07 0.03
C 4.74261 1.65553 -2.67971 -0.09 0.00 -0.09
C 4.99444 2.31120 -3.87964 -0.03 -0.01 0.03
C 3.99912 2.40316 -4.84144 0.01 -0.01 0.03
C 2.74696 1.86059 -4.58360 0.08 0.00 0.09
C 2.47746 1.22731 -3.37527 -0.05 0.03 0.00
As 0.67692 0.52810 -2.97048 0.16 0.02 -0.29
C 0.58528 -0.75534 -4.47510 0.01 0.02 -0.04
C -0.43490 1.88757 -3.82450 -0.05 0.03 0.00
H 5.58739 -0.26613 -0.64211 0.06 -0.01 0.02
H 4.77135 -0.58807 0.90795 0.02 0.00 0.00
H 5.08444 1.08508 0.41999 0.01 0.01 0.01
H 3.97638 -1.66319 -2.39638 0.03 -0.02 0.00
H 2.26256 -1.98554 -2.01273 0.00 0.04 -0.01
H 3.49434 -2.38756 -0.82491 0.00 0.02 0.01
H 5.53188 1.59136 -1.94051 0.00 -0.01 -0.01
H 5.96738 2.75471 -4.05702 0.01 0.00 -0.01
H 4.18666 2.91054 -5.78064 0.02 0.00 0.00
H 1.97062 1.95237 -5.33402 -0.01 0.00 -0.01
H 0.77752 -0.26401 -5.43044 0.01 -0.02 -0.02
H -0.41310 -1.19760 -4.49370 0.01 0.00 0.00
H 1.31806 -1.54865 -4.32625 -0.01 0.00 0.00
H -0.03535 2.18536 -4.79280 -0.02 0.04 -0.02
H -0.50420 2.74212 -3.15542 -0.01 -0.01 -0.01
H -1.42804 1.45966 -3.97506 0.01 0.00 0.00
C 2.45947 2.87852 3.27663 0.08 0.00 0.02
C 1.10451 2.51358 2.65559 -0.04 -0.09 -0.12
C 0.74672 1.08611 3.11668 0.11 0.18 -0.06
C 0.06651 3.51217 3.18090 0.01 0.04 0.03
N 1.34319 2.52552 1.21035 -0.05 0.15 -0.14
H 2.42583 2.82402 4.37214 -0.01 0.01 -0.05
H 2.72495 3.89460 2.97499 0.01 -0.03 0.02
H 3.23572 2.19968 2.90920 -0.04 0.01 0.01
H 0.71452 1.02023 4.20866 0.00 -0.01 -0.01
H 1.49732 0.37769 2.74217 -0.11 0.06 0.11
H -0.23756 0.80479 2.73464 -0.04 0.05 0.20
H 0.13697 3.55684 4.27755 -0.03 0.01 -0.06
H -0.94101 3.23362 2.88171 -0.01 -0.01 0.02
H 0.26272 4.50499 2.76534 0.00 -0.04 0.01
C -3.85475 5.83086 0.10150 0.01 -0.04 -0.03
C -2.47131 6.37876 0.44110 0.08 0.08 0.00
C -1.32901 5.36792 0.35821 0.27 0.38 0.09
N -1.70912 4.14806 0.47321 0.43 -0.89 -0.60
N -0.87974 3.04631 0.50384 -0.32 0.07 0.69
C 0.46872 2.98290 0.35396 0.15 0.02 0.17
N 0.98303 3.00399 -0.99440 0.05 0.17 -0.10
S 0.30785 6.05313 0.20494 -0.39 -0.19 -0.05
H -4.62898 6.59578 0.24255 0.03 0.00 -0.01
H -4.08913 4.96465 0.72008 0.01 0.03 0.01
H -3.88939 5.49296 -0.93880 0.00 0.01 0.04
H -2.48859 6.80547 1.45336 0.04 0.00 0.00
H -2.22205 7.21233 -0.21961 -0.02 0.02 -0.03
H 1.99763 3.03253 -0.94355 -0.03 0.14 0.09
H 0.67900 3.88353 -1.41225 -0.05 -0.02 0.07
```
Forces are in eV/Å.